The following is a DFT calculation (the ωB97M-V functional and the def2-TZVPD basis) of C30H29NO3PSSn as an isolated structure.

* LUMO level: -2.58 eV
* frontier orbital gap: 0.301 Eh
* net charge: +1
* maximum force: 0.67 eV/A
* energy above the lowest of the compared OMol25 structures with the same formula, charge and spin: 121.03 kJ/mol
* electronic energy: -2394.7411 Eh
* 2S+1: 1

```
66
Properties=species:S:1:pos:R:3:nbo_charge:R:1
Sn 0.75 -1.16 1.69 1.183
C 1.28 -3.59 4.10 -0.214
C 2.22 -2.60 4.33 -0.225
C 3.29 -2.43 3.45 -0.227
C 3.39 -3.26 2.33 -0.241
C 2.44 -4.25 2.11 -0.160
C 1.39 -4.42 3.00 -0.221
H 0.46 -3.72 4.80 0.230
H 2.15 -1.96 5.21 0.231
H 4.03 -1.67 3.64 0.231
H 4.22 -3.13 1.65 0.227
H 2.54 -4.90 1.24 0.213
H 0.66 -5.20 2.83 0.224
O -1.54 -0.63 1.78 -0.664
C -1.81 0.14 0.86 0.849
C -2.56 -0.29 -0.35 -0.158
C -3.95 -0.30 -0.42 -0.178
C -4.56 -0.77 -1.57 -0.178
C -3.80 -1.24 -2.63 -0.193
C -2.41 -1.25 -2.55 -0.198
C -1.78 -0.77 -1.41 -0.241
P 0.04 -0.81 -1.16 0.828
C 0.58 -2.26 -2.12 -0.284
C 0.51 -3.50 -1.48 -0.226
C 0.85 -4.66 -2.16 -0.193
C 1.28 -4.59 -3.48 -0.186
C 1.36 -3.36 -4.12 -0.203
C 1.01 -2.19 -3.44 -0.217
C 0.67 0.64 -2.03 -0.392
C -0.18 1.68 -2.43 -0.145
C 0.35 2.81 -3.03 -0.215
C 1.72 2.93 -3.22 -0.194
C 2.57 1.91 -2.80 -0.202
C 2.05 0.78 -2.20 -0.185
H -4.54 0.06 0.42 0.232
H -5.64 -0.78 -1.63 0.231
H -4.28 -1.61 -3.52 0.231
H -1.82 -1.63 -3.37 0.231
H 0.17 -3.56 -0.45 0.218
H 0.78 -5.62 -1.66 0.224
H 1.54 -5.49 -4.01 0.228
H 1.70 -3.30 -5.14 0.228
H 1.08 -1.24 -3.95 0.228
H -1.25 1.59 -2.29 0.215
H -0.31 3.61 -3.36 0.221
H 2.13 3.81 -3.69 0.225
H 3.64 2.00 -2.95 0.227
H 2.71 -0.01 -1.87 0.220
S 1.26 1.18 1.74 -0.696
O -1.11 1.89 3.02 -0.781
C -0.60 1.97 1.86 0.573
O -1.36 1.38 0.76 -0.530
C -0.37 3.45 1.44 -0.124
N 0.03 4.05 2.76 -0.548
C -0.63 5.37 2.90 -0.216
C -1.99 5.09 2.28 -0.419
C -1.65 4.22 1.06 -0.421
H 0.42 3.54 0.70 0.241
H 1.03 4.04 2.92 0.437
H -0.42 3.29 3.38 0.472
H -0.07 6.10 2.32 0.210
H -0.65 5.68 3.94 0.232
H -2.52 6.01 2.01 0.239
H -2.61 4.54 2.98 0.229
H -1.45 4.84 0.19 0.224
H -2.46 3.54 0.80 0.245
```

The following is a DFT calculation (the ωB97M-V functional and the def2-TZVPD basis) of C30H30AsBr4GeInN2O8S as an isolated structure.

* LUMO level: -0.08 eV
* frontier orbital gap: 0.281 Eh
* maximum force: 4.25 eV/A
* energy above the lowest of the compared OMol25 structures with the same formula, charge and spin: 280.80 kJ/mol
* electronic energy: -17069.6809 Eh
* 2S+1: 1

```
78
Properties=species:S:1:pos:R:3:mulliken_charge:R:1
In 0.75 -1.12 -1.92 1.174
O -0.60 1.89 -3.92 -0.690
As 0.76 0.86 -3.71 0.665
O 1.57 0.78 -5.09 -0.703
O 1.60 1.94 -2.44 -0.537
C 1.28 3.20 -2.16 0.863
C 1.97 4.33 -2.69 -0.942
C 1.78 5.52 -2.15 -0.336
C 1.01 5.70 -1.02 -0.648
C 0.39 4.65 -0.45 -0.712
C 0.42 3.41 -1.11 -0.035
S -0.63 2.17 -0.48 1.542
O 0.30 0.97 -0.15 0.535
O -1.26 2.59 0.73 -0.684
O -1.52 1.67 -1.50 -0.752
H -1.04 2.03 -3.05 0.508
H 2.59 4.17 -3.62 0.413
H 2.38 6.35 -2.59 0.348
H 0.94 6.70 -0.53 0.353
H -0.29 4.76 0.48 0.353
Br 4.24 -6.10 1.38 -0.161
C 3.81 -4.56 0.43 0.525
C 4.66 -3.46 0.49 0.212
Br 6.43 -3.58 1.25 -0.186
C 4.33 -2.23 -0.05 -0.570
Br 5.36 -0.61 -0.01 -0.135
C 3.07 -2.10 -0.74 0.024
O 2.66 -0.92 -1.22 -0.524
C 2.29 -3.28 -0.85 0.685
O 1.08 -3.08 -1.50 -0.978
C 2.61 -4.48 -0.29 -0.233
Br 1.38 -5.89 -0.42 -0.116
C -2.73 -4.25 -0.20 -1.048
C -3.28 -2.81 0.03 -0.974
N -3.61 -1.97 -1.17 0.293
C -5.00 -1.54 -1.41 -0.669
C -5.93 -2.42 -2.23 -1.266
C -2.54 -1.42 -1.83 1.551
C -2.84 -0.65 -3.04 -2.120
N -1.29 -1.70 -1.47 -0.264
H -2.96 -4.78 0.77 0.357
H -1.69 -4.27 -0.38 0.314
H -3.17 -4.66 -1.09 0.323
H -2.63 -2.32 0.81 0.358
H -4.21 -2.89 0.53 0.612
H -4.94 -0.57 -1.97 0.348
H -5.44 -1.37 -0.42 0.515
H -5.37 -2.89 -3.06 0.307
H -6.59 -1.84 -2.88 0.413
H -6.50 -3.19 -1.71 0.324
H -3.21 0.31 -2.75 0.378
H -3.57 -1.21 -3.60 0.520
H -2.05 -0.42 -3.70 0.324
H -1.21 -2.41 -0.82 0.009
Ge 1.45 0.86 1.36 0.461
C 1.56 2.61 2.11 0.510
C 2.70 3.32 1.65 -0.240
C 3.08 4.50 2.26 -0.784
C 2.34 5.00 3.33 -0.440
C 1.20 4.34 3.76 -0.551
C 0.80 3.16 3.18 -0.326
C 0.69 -0.58 2.44 0.301
C -0.62 -0.39 2.85 -0.206
C -1.25 -1.36 3.62 -1.013
C -0.50 -2.51 3.95 -0.350
C 0.89 -2.64 3.67 -0.746
C 1.44 -1.69 2.88 -0.003
H 2.75 0.41 0.62 -0.463
H 3.24 2.88 0.84 0.460
H 3.99 4.92 1.97 0.526
H 2.64 5.96 3.81 0.337
H 0.49 4.81 4.49 0.305
H -0.04 2.60 3.48 0.409
H -1.17 0.48 2.50 0.370
H -2.22 -1.25 4.05 0.513
H -0.94 -3.19 4.74 0.294
H 1.42 -3.36 4.33 0.379
H 2.48 -1.85 2.59 0.389
```

The following is a DFT calculation (the ωB97M-V functional and the def2-TZVPD basis) of C30H30BrMnNO7P2S as an isolated structure.

* LUMO level (spin up / spin down): -1.56 / -1.70 eV
* frontier orbital gap (spin up / spin down): 0.223 / 0.218 Eh
* expectation value of S²: 3.845
* maximum force: 3.46 eV/A
* energy above the lowest of the compared OMol25 structures with the same formula, charge and spin: 0.00 kJ/mol
* electronic energy: -6548.4965 Eh
* 2S+1: 4

```
73
Properties=species:S:1:pos:R:3:mulliken_spin:R:1
Mn -21.26 9.55 2.96 3.123
C -23.89 8.13 4.73 -0.004
P -22.83 9.56 4.63 -0.141
C -22.05 9.77 6.28 0.001
C -23.96 10.96 4.41 -0.015
C -23.23 12.22 3.97 0.002
P -22.28 11.80 2.41 -0.042
C -21.23 13.23 2.05 0.002
C -23.51 11.76 1.09 0.004
H -23.33 7.31 5.18 0.001
H -24.12 7.87 3.70 0.001
H -24.81 8.42 5.24 -0.002
H -22.91 10.00 6.97 -0.002
H -21.36 10.64 6.36 0.001
H -21.51 8.86 6.49 0.002
H -24.46 11.12 5.41 -0.004
H -24.76 10.56 3.73 -0.002
H -22.51 12.52 4.74 -0.001
H -23.92 13.04 3.75 -0.002
H -21.70 14.19 2.25 0.000
H -21.06 13.17 0.98 0.000
H -20.26 13.14 2.55 -0.002
H -23.92 12.73 0.88 -0.001
H -24.32 11.07 1.37 -0.001
H -23.10 11.33 0.18 -0.001
O -19.24 7.24 -3.08 0.002
C -18.47 7.38 -2.12 0.001
O -17.25 7.20 -2.01 0.002
C -19.11 8.02 -0.86 0.015
C -18.29 8.45 0.16 -0.002
C -18.89 8.99 1.34 0.026
N -20.21 9.08 1.43 -0.058
C -21.00 8.70 0.42 0.039
C -20.51 8.21 -0.78 -0.001
C -22.48 8.74 0.76 -0.007
O -23.37 8.64 -0.07 0.014
O -22.69 8.88 2.05 0.010
H -17.25 8.37 0.21 0.000
H -18.19 9.31 2.13 -0.001
H -21.14 7.93 -1.68 0.000
Br -14.49 8.33 6.83 0.000
C -15.78 9.27 5.92 0.000
C -15.41 10.15 4.89 0.000
C -16.42 10.75 4.19 -0.001
C -17.80 10.47 4.42 -0.004
C -18.08 9.59 5.43 0.006
C -17.07 8.98 6.19 0.000
C -18.83 11.01 3.50 -0.005
O -18.56 11.89 2.69 0.001
O -20.05 10.65 3.78 0.079
H -14.35 10.36 4.66 0.000
H -16.21 11.43 3.40 0.000
H -19.08 9.16 5.52 0.002
H -17.36 8.23 6.92 0.000
C -14.35 1.47 5.59 0.000
C -15.49 2.45 5.31 0.001
O -16.28 2.23 4.43 0.000
S -15.39 4.04 6.25 0.000
C -16.91 4.81 5.73 0.008
C -17.89 5.16 6.68 -0.004
C -18.98 5.83 6.25 0.010
C -19.14 6.12 4.93 -0.023
C -18.21 5.76 3.95 0.010
C -17.09 5.09 4.40 -0.005
C -20.20 7.08 4.52 0.034
C -20.81 8.04 4.08 -0.069
H -14.69 0.79 6.40 0.000
H -13.52 2.04 6.01 0.000
H -14.11 0.96 4.62 0.000
H -17.83 5.03 7.74 0.000
H -19.71 6.24 6.98 0.000
H -18.22 6.24 3.00 0.003
H -16.31 4.92 3.62 0.000
```